No. 1
15
Properties=species:S:1:pos:R:3 method="wB97M-V/def2-TZVPD" e_homo_ev=-9.54 spin_multiplicity=1 smiles="CC(=O)C#N.CN" e_tot_ha=-341.91948 de_lowest_ev=2.2901 homo_lumo_gap_ev=9.86
C -2.341 0.298 0.256
N -1.190 -0.367 -0.319
C 0.820 -0.545 1.083
N 0.492 -0.391 2.183
C 1.390 -0.548 -0.296
O 1.233 -1.430 -1.102
C 2.283 0.637 -0.460
H -2.617 1.151 -0.368
H -2.063 0.662 1.253
H -3.209 -0.366 0.360
H -1.250 -0.518 -1.318
H -1.089 -1.276 0.122
H 3.153 0.409 0.166
H 2.582 0.750 -1.501
H 1.807 1.535 -0.057

No. 2
7
Properties=species:S:1:pos:R:3 method="wB97M-V/def2-TZVPD" e_homo_ev=-7.76 spin_multiplicity=1 e_tot_ha=-3296.51655 de_lowest_ev=1.5305 homo_lumo_gap_ev=7.17
C 0.662 0.368 -1.116
P -1.086 0.582 1.584
P -0.039 -0.481 0.203
Br -0.275 1.909 -1.686
H 0.520 -1.787 0.359
H 1.068 -0.215 -1.932
H -0.849 -0.375 2.587

No. 3
47
Properties=species:S:1:pos:R:3 method="wB97M-V/def2-TZVPD" charge=+2 e_homo_ev=-13.04 spin_multiplicity=1 e_tot_ha=-2076.88755 homo_lumo_gap_ev=3.72
C -1.279 0.105 2.970
B -0.274 -0.634 2.068
O 0.596 -1.622 2.515
P -0.023 -0.170 0.110
C 0.582 -2.166 -0.247
O 0.225 -2.577 -1.489
O 0.965 -3.846 -1.662
C 1.976 0.157 0.621
C 2.972 0.582 -0.426
C 3.113 2.073 -0.672
F 2.846 -0.153 -1.669
C -0.477 1.661 0.273
C -0.685 2.561 -1.004
N 0.064 2.172 -2.195
N -2.113 2.635 -1.259
N -0.329 3.946 -0.724
P -2.293 -0.739 -0.411
P -2.688 -2.597 0.611
O -2.498 -2.334 2.044
O -4.113 -3.111 0.119
O -1.813 -3.845 0.094
H -2.257 0.184 2.500
H -1.396 -0.432 3.909
H -0.950 1.128 3.186
H 1.143 -1.323 3.256
H 0.244 -0.067 -1.273
H 0.248 -2.905 0.503
H 1.682 -2.225 -0.254
H 0.535 -4.301 -2.411
H 1.958 0.942 1.375
H 2.454 -0.686 1.180
H 3.973 0.262 -0.069
H 2.385 2.636 -0.094
H 4.108 2.411 -0.399
H 2.972 2.301 -1.726
H -1.452 1.677 0.757
H 0.187 2.165 0.975
H -0.510 1.749 -2.908
H 0.895 1.622 -2.054
H -2.260 3.407 -1.902
H -2.461 1.805 -1.730
H 0.667 4.101 -0.806
H -0.643 4.239 0.193
H -2.310 -1.144 -1.761
H -4.848 -2.593 0.494
H -2.318 -4.434 -0.486
La 3.200 -2.613 -0.125